# 1
A molecular structure, C18H11N7O12RhS3Sb, computed with ωB97M-V/def2-TZVPD.

Results
HOMO-LUMO gap (spin up / spin down) in eV: 6.530 / 5.937
Lowest unoccupied orbital energy (spin up / spin down) in eV: 1.169 / -0.681
Spin multiplicity: 6
Net charge: -1
Expectation value of S²: 8.783
HOMO (spin up / spin down) in eV: -5.36 / -6.62
Relative energy (zero: lowest compared OMol25 entry of this formula, charge and spin) in kJ/mol: 0.0

Structure (XYZ):
```
53
Properties=species:S:1:pos:R:3:forces:R:3
Rh -0.091 0.239 0.409 0.3700 0.2955 -0.3517
S 0.858 3.599 3.587 -0.0635 0.1685 0.2191
Sb 1.875 2.690 1.711 -0.4016 -0.7310 -0.2173
S 1.495 0.307 2.129 0.1512 0.3910 0.0372
S -0.064 2.540 0.226 0.2041 0.4754 0.0466
O 0.845 -0.956 -3.541 0.1111 0.1130 0.1505
C 1.181 -0.920 -2.364 -0.4968 -0.1662 0.0424
O 0.823 -0.005 -1.527 0.0905 -0.1468 0.1268
C 2.017 -2.081 -1.840 0.0758 0.0657 -0.0734
C 2.205 -3.162 -2.690 -0.0307 -0.1576 -0.1269
C 2.924 -4.260 -2.253 -0.0276 0.3518 0.0835
C 3.447 -4.325 -0.976 0.1387 -0.3125 0.0179
C 3.257 -3.236 -0.157 -0.1004 0.1107 -0.1855
C 2.565 -2.109 -0.568 0.0233 0.0186 0.1703
N 3.797 -3.289 1.210 -0.0479 -0.1678 0.2709
O 4.261 -4.350 1.593 -0.0232 0.2230 -0.1218
O 3.735 -2.280 1.880 0.0798 -0.0766 -0.1069
N 3.145 -5.390 -3.166 -0.2005 -0.3948 0.0509
O 2.577 -5.375 -4.240 0.1110 0.1172 0.0551
O 3.862 -6.297 -2.782 -0.0044 0.1950 -0.0470
H 1.779 -3.133 -3.683 0.0305 0.0179 0.0046
H 3.977 -5.198 -0.631 0.0146 0.0068 -0.0019
H 2.449 -1.282 0.115 -0.0547 0.0546 0.0184
O 0.028 -4.067 0.353 -0.0976 0.1322 0.0007
C -0.585 -3.043 0.075 0.0896 0.1151 0.0366
O -0.485 -1.898 0.632 0.1017 -0.5111 -0.0379
C -1.625 -3.133 -1.041 0.0887 -0.0097 0.1256
C -1.937 -2.039 -1.834 -0.0622 0.1371 -0.0902
C -2.891 -2.175 -2.830 0.0356 -0.3344 0.3377
C -3.549 -3.366 -3.053 -0.2492 -0.0163 -0.2933
C -3.233 -4.436 -2.241 0.2216 0.2589 0.1727
C -2.275 -4.341 -1.245 -0.0953 -0.1511 -0.0909
N -3.946 -5.706 -2.444 0.0019 -0.1539 -0.0602
O -3.722 -6.611 -1.667 0.0160 0.0405 0.0375
O -4.716 -5.780 -3.381 -0.0343 0.0560 -0.0125
N -3.248 -1.013 -3.646 0.2730 0.0456 -0.3100
O -2.803 0.063 -3.312 -0.0491 0.2937 0.2669
O -3.948 -1.189 -4.623 -0.2075 -0.1300 -0.0189
H -1.428 -1.093 -1.711 0.0039 0.0203 0.0176
H -4.285 -3.457 -3.836 -0.0240 0.0022 0.0041
H -2.025 -5.195 -0.631 0.0302 0.0098 -0.0070
N -5.329 0.961 -1.028 0.0610 0.0895 0.0192
C -4.489 0.392 -0.109 0.1353 -0.1573 0.1469
C -3.142 0.795 -0.001 -0.1310 0.0933 -0.0712
N -2.352 0.280 0.921 -0.0748 -0.2561 -0.1834
C -2.855 -0.635 1.758 -0.0314 -0.0152 0.1645
C -4.166 -1.036 1.626 -0.0730 0.0367 -0.0241
N -4.982 -0.541 0.695 -0.0637 0.0448 -0.0215
H -4.908 1.399 -1.828 0.0420 0.0140 -0.1390
H -6.193 0.475 -1.193 -0.0094 -0.0670 -0.0001
H -2.725 1.525 -0.686 0.0579 -0.0247 0.0389
H -2.197 -1.046 2.508 0.0468 -0.0454 -0.0878
H -4.583 -1.797 2.275 0.0482 0.0309 0.0171
```
Positions in Å, forces in eV/Å.

---

# 2
2 unconnected molecules or ions with the total composition C18H11NO6 in a non-equilibrium geometry, computed with ωB97M-V/def2-TZVPD.

Results
HOMO-LUMO gap in eV: 9.269
Lowest unoccupied orbital energy in eV: -0.506
SMILES string: N#COc1cccc2c1C(=O)c1ccccc1C2=O.O=C1OCCO1
HOMO in eV: -9.78
Relative energy (zero: lowest compared OMol25 entry of this formula, charge and spin) in kJ/mol: 0.0

Structure (XYZ):
```
36
Properties=species:S:1:pos:R:3:forces:R:3
N -4.557 0.835 -1.356 1.6440 1.0283 -0.2530
C -3.495 1.289 -1.533 -1.3075 -0.7743 -0.1305
O -2.263 1.682 -1.749 -0.6481 -0.4281 0.3217
C -1.392 0.809 -1.058 0.3974 -0.2205 0.6472
C -1.389 0.807 0.331 -0.5356 0.5845 0.2412
C -0.539 -0.017 1.035 0.7232 -0.5496 0.1406
C 0.357 -0.856 0.367 -0.4777 0.1580 0.1273
C 0.339 -0.821 -1.008 0.9082 -0.7062 -0.9066
C -0.523 -0.008 -1.743 0.0362 0.1785 -0.9154
C -0.421 -0.046 -3.266 0.2491 -0.0452 0.0851
O -1.387 -0.062 -3.989 0.2904 0.2953 0.2132
C 1.013 -0.112 -3.774 -1.0516 -0.1412 0.6692
C 1.435 0.588 -4.889 0.0691 -0.2284 0.0710
C 2.777 0.481 -5.229 0.2452 0.5283 -0.5667
C 3.662 -0.289 -4.491 0.2029 -0.2816 0.1825
C 3.213 -1.017 -3.395 0.0881 -0.1507 0.0911
C 1.878 -0.923 -3.039 -0.2085 -0.1711 0.5006
C 1.308 -1.661 -1.834 -0.1530 0.3961 -0.2851
O 1.575 -2.812 -1.583 0.2027 0.4036 0.2029
H -2.052 1.471 0.889 0.1193 -0.1727 -0.2330
H -0.528 0.000 2.118 -0.1360 0.1273 -0.2219
H 1.048 -1.514 0.894 -0.2023 0.1613 -0.1310
H 0.731 1.196 -5.451 0.1895 -0.1343 0.0756
H 3.158 1.042 -6.082 -0.1109 -0.1340 0.1574
H 4.716 -0.336 -4.762 -0.2745 0.0685 -0.0149
H 3.887 -1.632 -2.798 -0.1580 0.1103 -0.2329
O -1.572 1.508 3.433 -0.0271 0.0545 0.0637
C -1.432 0.923 4.457 -0.1214 0.1411 0.0115
O -2.426 0.275 5.112 0.2731 0.0971 -0.0362
C -1.828 -0.488 6.162 -0.1401 -0.2869 0.2477
C -0.533 0.248 6.404 0.2170 -0.0559 0.3489
O -0.255 0.817 5.124 -0.2471 -0.0792 -0.0731
H -2.470 -0.511 7.039 -0.1346 0.1061 -0.1341
H -1.670 -1.510 5.811 0.0229 0.0362 -0.0317
H -0.638 1.054 7.134 -0.0364 0.0104 -0.0484
H 0.273 -0.411 6.720 0.0920 0.0748 -0.1840
```
Positions in Å, forces in eV/Å.

---

# 3
A molecular structure, C18H12BBrCrF4N, computed with ωB97M-V/def2-TZVPD.

Results
HOMO-LUMO gap (spin up / spin down) in eV: 7.398 / 7.507
Lowest unoccupied orbital energy (spin up / spin down) in eV: 2.691 / 2.677
Spin multiplicity: 5
Net charge: -1
Expectation value of S²: 6.038
HOMO (spin up / spin down) in eV: -4.71 / -4.83

Structure (XYZ):
```
38
Properties=species:S:1:pos:R:3:forces:R:3
Cr 1.630 -1.811 -0.744 -0.2934 0.2982 -0.0774
Br 0.554 -1.042 -3.394 0.0296 0.0066 0.0199
C -0.960 -0.210 -2.573 0.0995 -0.0261 -0.1235
C -1.751 0.536 -3.396 -0.0348 -0.0063 0.0680
C -2.902 1.154 -2.865 0.0166 0.0155 -0.0847
C -3.214 0.987 -1.549 -0.0440 0.0070 0.0714
C -2.392 0.215 -0.691 0.1478 -0.0575 -0.0851
C -2.722 0.060 0.674 -0.0540 0.0367 0.0127
C -1.912 -0.670 1.492 0.0056 -0.0374 0.0706
C -0.731 -1.253 0.987 -0.0230 0.0348 -0.0724
C -0.329 -1.141 -0.329 0.2139 -0.0562 0.0653
C -1.205 -0.407 -1.189 -0.1328 0.0385 0.1069
H -1.498 0.644 -4.442 -0.0108 0.0067 -0.0013
H -3.531 1.753 -3.512 -0.0042 -0.0054 0.0036
H -4.101 1.451 -1.131 0.0048 0.0003 -0.0031
H -3.616 0.539 1.057 0.0026 0.0022 -0.0137
H -2.164 -0.781 2.541 0.0175 -0.0001 0.0006
H -0.095 -1.781 1.694 -0.0167 -0.0024 0.0166
F 3.356 -2.953 -1.244 -0.0121 -0.0725 0.0898
B 2.676 -4.241 -1.078 0.1093 -0.0864 -0.0749
F 2.827 -4.654 0.224 0.0074 -0.0231 -0.0429
F 3.111 -5.137 -2.010 -0.0112 0.0296 0.0039
F 1.296 -3.868 -1.310 0.0160 -0.0191 0.0980
C 2.672 -0.018 -0.142 0.0069 -0.0056 0.0167
C 1.893 0.833 0.750 -0.0557 -0.0741 0.0229
C 1.985 0.714 2.149 -0.0040 0.0043 -0.0118
C 1.167 1.430 2.997 -0.0336 0.0372 0.0553
C 0.213 2.315 2.485 0.1030 -0.1076 0.0338
C 0.116 2.462 1.099 -0.0905 0.0995 -0.0151
C 0.941 1.747 0.260 0.0303 -0.0101 -0.0355
C -0.643 3.043 3.372 0.0059 0.0022 -0.0654
N -1.328 3.630 4.088 -0.0070 -0.0006 0.0061
H 3.612 -0.336 0.319 0.0024 -0.0424 -0.0364
H 2.883 0.467 -1.101 -0.0109 0.0237 0.0056
H 2.704 0.019 2.567 0.0056 0.0014 -0.0042
H 1.252 1.310 4.070 0.0143 -0.0133 -0.0070
H -0.625 3.137 0.690 0.0098 -0.0115 -0.0156
H 0.832 1.856 -0.813 -0.0101 0.0131 0.0026
```
Positions in Å, forces in eV/Å.

---

# 4
A molecular structure, C18H12BCl4IrN8O2 in a non-equilibrium geometry, computed with ωB97M-V/def2-TZVPD.

Results
HOMO-LUMO gap (spin up / spin down) in eV: 5.357 / 5.552
Lowest unoccupied orbital energy (spin up / spin down) in eV: -5.841 / -5.861
Spin multiplicity: 2
Net charge: +1
Expectation value of S²: 0.785
HOMO (spin up / spin down) in eV: -11.20 / -11.41

Structure (XYZ):
```
46
Properties=species:S:1:pos:R:3:forces:R:3
Ir 1.396 0.437 -0.775 -3.0053 0.4298 1.6428
C -1.262 -1.636 -3.610 0.1450 0.0062 0.3398
C -0.129 -0.891 -3.307 0.0073 0.0259 -0.1861
N 0.060 -0.880 -1.994 1.4479 1.5132 1.2086
N -0.919 -1.605 -1.417 -0.2478 -0.1785 0.1616
C -1.734 -2.062 -2.383 0.2436 0.2043 -0.3813
B -0.954 -1.696 0.127 -0.0256 -0.0723 0.4061
N -1.264 -0.272 0.669 -0.1577 -0.4407 -0.1084
C -2.332 0.143 1.366 0.1591 0.4352 -0.0147
C -2.177 1.487 1.646 0.2923 -0.1399 -0.2730
C -0.962 1.832 1.063 0.1322 0.4295 0.0374
N -0.435 0.760 0.485 2.4213 -0.4480 -1.6428
N 0.453 -2.122 0.628 -0.3265 -0.1085 0.0035
C 0.763 -3.120 1.470 0.5328 -0.0254 0.0319
C 2.128 -3.106 1.689 -0.1856 0.1589 -0.3044
C 2.599 -2.051 0.919 0.1655 0.0221 0.0641
N 1.580 -1.473 0.290 0.0254 2.2087 -0.9533
N -1.965 -2.631 0.755 -0.2499 -0.1580 -0.2584
C -2.915 -3.489 0.319 -0.5365 -0.5168 -0.0201
C -3.544 -4.035 1.413 0.0418 0.0360 -0.3459
C -2.908 -3.446 2.515 -0.0616 -0.0970 -0.6670
N -1.981 -2.620 2.098 0.8517 0.8580 1.1969
H -1.673 -1.840 -4.576 -0.0845 -0.0452 -0.1832
H 0.554 -0.385 -3.962 0.0691 0.1639 -0.0782
H -2.603 -2.650 -2.189 -0.1135 -0.0941 0.1767
H -3.131 -0.517 1.635 -0.0262 -0.2114 0.0044
H -2.841 2.122 2.191 -0.1265 0.1548 0.1105
H -0.455 2.775 1.033 0.1056 0.1804 -0.0067
H 0.026 -3.778 1.879 -0.2035 -0.0116 -0.0325
H 2.694 -3.764 2.314 0.1285 -0.1580 0.0830
H 3.604 -1.705 0.774 0.1384 0.1685 0.0370
H -3.098 -3.685 -0.713 -0.0270 -0.1046 -0.2224
H -4.339 -4.749 1.427 -0.1884 -0.1789 -0.1170
H -3.082 -3.596 3.561 -0.0057 0.0229 0.2432
Cl 2.300 7.382 -1.654 -0.0082 -0.0480 -0.0127
C 2.449 5.779 -1.098 -0.9137 -0.7451 -1.2455
C 3.216 5.511 0.051 0.5459 -1.2549 0.9965
Cl 3.988 6.792 0.864 0.0020 -0.0549 -0.0045
C 3.346 4.203 0.529 -0.1592 0.8529 -0.2413
Cl 4.271 3.880 1.920 0.1229 -0.2127 0.2119
C 2.678 3.118 -0.105 -0.3877 1.3724 -0.9231
O 2.730 1.936 0.317 -0.9520 -2.7235 -0.3057
C 1.882 3.398 -1.322 0.8800 0.8754 1.0461
O 1.299 2.439 -1.890 -0.6063 -2.6766 0.2856
C 1.811 4.742 -1.785 0.3084 0.6744 0.5055
Cl 0.876 5.066 -3.169 -0.1679 -0.0891 -0.2652
```
Positions in Å, forces in eV/Å.

---

no.,energy (eV)
1,-95888.93678
2,-32618.06986
3,-130369.79753
4,-88475.65068